Formula: C24H21NP2ReSbSe4Te
Source: OMol25
Level of theory: the ωB97M-V functional and the def2-TZVPD basis

```
55
Properties=species:S:1:pos:R:3:forces:R:3
Re -0.73640 0.41500 0.70490 0.43 0.00 -0.27
N 2.29720 1.12060 2.01360 0.36 -0.67 -0.05
P 2.68530 0.31980 0.57070 0.47 0.78 0.34
C 4.41280 -0.14530 0.65170 -0.29 -0.01 0.00
C 5.29930 0.34760 1.60680 -0.06 -0.10 -0.05
C 6.65310 0.10240 1.44610 0.09 0.01 0.04
C 7.11520 -0.60680 0.34710 -0.08 0.02 0.01
C 6.22630 -1.09780 -0.59990 0.01 -0.03 -0.03
C 4.87130 -0.86910 -0.44960 -0.05 -0.05 0.07
C 2.58900 1.59750 -0.70190 -0.11 -0.50 0.11
C 1.97500 1.38810 -1.93120 0.02 -0.24 0.00
C 1.99800 2.39630 -2.87880 0.07 -0.03 -0.01
C 2.63860 3.59330 -2.59700 -0.02 0.02 -0.04
C 3.27270 3.78990 -1.37780 0.08 0.03 0.11
C 3.26620 2.78400 -0.43260 -0.04 -0.12 0.00
P 0.63770 1.36010 2.39900 0.25 0.32 0.10
C 0.52760 0.69600 4.06820 -0.12 -0.02 -0.27
C 1.51170 1.11070 4.96900 -0.10 -0.04 -0.06
C 1.53310 0.57010 6.23940 0.12 0.02 0.02
C 0.57450 -0.36120 6.61690 -0.07 0.02 -0.05
C -0.43250 -0.72770 5.73650 0.02 -0.03 0.10
C -0.45910 -0.20060 4.45680 -0.04 0.00 -0.24
C 0.44810 3.14660 2.54130 -0.21 -0.13 -0.06
C -0.81120 3.58410 2.95420 0.15 -0.18 0.08
C -1.04920 4.93510 3.11280 -0.07 -0.06 -0.08
C -0.03920 5.84960 2.84690 0.05 -0.02 0.02
C 1.20630 5.41230 2.42280 -0.05 0.16 0.01
C 1.45580 4.06090 2.26270 -0.01 -0.23 0.03
H 2.81810 0.75690 2.81550 -0.04 0.11 -0.21
H 4.95860 0.91640 2.46130 0.00 0.06 0.00
H 7.35770 0.47510 2.17450 0.01 0.03 0.07
H 8.17470 -0.77530 0.22770 0.07 -0.02 -0.01
H 6.59420 -1.64650 -1.45450 -0.02 -0.05 -0.02
H 4.16210 -1.24450 -1.18080 0.10 0.00 -0.08
H 1.50110 0.43470 -2.15600 0.00 0.19 0.03
H 1.53090 2.23930 -3.83760 -0.04 0.01 -0.13
H 2.67000 4.36900 -3.34390 -0.04 0.14 -0.10
H 3.78550 4.71560 -1.16330 0.04 0.07 -0.07
H 3.79870 2.88550 0.50230 0.05 0.16 0.03
H 2.23590 1.86500 4.68400 0.06 0.03 0.05
H 2.30160 0.87260 6.93520 0.01 0.03 0.07
H 0.61420 -0.78750 7.60720 -0.05 -0.05 0.09
H -1.19330 -1.43050 6.03680 -0.06 -0.07 0.08
H -1.24530 -0.48170 3.75970 0.17 -0.01 0.20
H -1.59230 2.85860 3.16010 -0.01 0.09 0.03
H -2.02340 5.27330 3.43090 -0.06 0.06 0.07
H -0.22500 6.90390 2.98030 0.00 0.11 -0.02
H 1.98880 6.12630 2.21710 0.06 0.08 -0.01
H 2.42230 3.72310 1.92820 0.09 -0.03 0.03
Se -4.43090 0.47480 -2.06040 0.20 0.68 1.26
Sb -3.84580 1.43940 0.05040 -0.73 0.10 -0.15
Se -2.47090 -0.86650 1.24710 -0.55 -0.22 0.39
Se -1.04980 2.12660 -0.68110 -0.06 -0.05 -0.07
Se -4.28460 2.75300 2.00080 0.07 -0.78 -1.26
Te 1.05970 -1.44000 0.15370 -0.04 0.42 -0.13
```
Forces are in eV/Å.

## Properties
Electronic energy, eV: -322629.34258
HOMO level, eV: -14.045
Lowest unoccupied orbital energy, eV: -8.0
Multiplicity: 1
Relative energy (zero: lowest compared OMol25 entry of this formula, charge and spin), kJ/mol: 269.56
Frontier orbital gap, eV: 6.1
Charge: +2

Formula: C24H22Br2NO7PS3V
Source: OMol25
Level of theory: the ωB97M-V functional and the def2-TZVPD basis

```
61
Properties=species:S:1:pos:R:3:forces:R:3
V 12.35968 11.79693 6.22702 0.94 -0.74 -1.18
Br 13.07761 12.04053 11.09268 -0.17 0.04 0.29
C 14.38622 12.10886 9.74983 0.18 -0.19 -0.21
C 15.75246 12.09148 10.10759 0.16 0.03 -0.68
C 16.72885 12.12497 9.14107 -0.72 0.13 0.29
Br 18.57010 12.15624 9.54489 0.11 -0.03 0.41
C 16.34772 12.16177 7.78878 -0.82 -0.28 -1.15
C 17.20925 12.17635 6.68010 1.06 0.05 -0.56
C 16.75290 12.16684 5.37867 -0.06 0.13 0.86
C 15.37084 12.10581 5.17952 -0.36 0.00 -0.91
N 14.53614 12.07902 6.17732 -0.81 0.14 0.06
C 14.97059 12.12687 7.44834 1.04 -0.11 0.44
C 13.96015 12.11994 8.43799 0.06 0.40 0.30
O 12.71782 12.19261 8.04491 -0.62 -0.10 0.53
H 16.00760 12.05312 11.14269 0.17 0.01 0.51
H 18.28200 12.19132 6.88499 -0.29 0.04 -0.21
H 17.40347 12.23195 4.52217 0.19 -0.12 0.05
H 14.91794 12.07937 4.17806 0.27 -0.03 0.47
C 8.68948 11.84191 5.58591 -0.58 -0.39 -0.12
P 9.87340 11.34934 6.83836 1.01 -0.13 -0.03
C 9.36802 12.12530 8.38955 0.23 -0.06 0.51
C 9.68191 9.55291 7.08012 -0.35 0.01 -0.64
C 9.20936 8.72972 6.04691 0.45 -0.17 0.46
C 9.25608 7.34464 6.18314 -0.17 0.17 -0.11
C 9.73162 6.75522 7.34320 0.15 0.64 -0.05
C 10.20025 7.58028 8.36826 -0.05 -0.65 0.04
C 10.17812 8.95734 8.22895 0.08 -0.08 0.41
H 9.09293 11.44071 4.66522 -0.05 -0.12 -0.40
H 8.72336 12.92089 5.49302 -0.14 0.25 0.08
H 7.66004 11.46757 5.73503 0.45 0.24 0.03
H 8.49580 11.67238 8.83915 -0.24 -0.29 0.13
H 9.15146 13.17565 8.25120 0.05 0.34 -0.31
H 10.22185 12.07432 9.07464 -0.16 -0.07 -0.02
H 8.89908 9.14157 5.10375 -0.13 0.19 -0.15
H 8.95056 6.71791 5.35097 -0.02 0.09 0.07
H 9.78516 5.67786 7.38288 0.06 -0.07 0.26
H 10.61751 7.13239 9.27230 -0.12 0.18 -0.23
H 10.57904 9.56208 9.03430 0.05 0.07 -0.06
C 6.60229 16.25521 5.81603 0.38 -0.35 0.82
C 8.07281 15.85337 5.79150 -0.60 0.08 -0.39
C 8.90086 15.93392 6.89744 -0.03 0.37 0.46
C 10.27341 15.73618 6.75831 -0.32 -0.34 0.03
C 10.78492 15.33219 5.53927 0.14 0.26 0.76
C 9.97080 15.22199 4.41556 -0.16 -0.24 -0.06
C 8.61571 15.47566 4.55461 0.35 0.35 0.66
S 12.51165 14.91500 5.49032 -0.76 -0.49 -1.77
O 13.04964 15.83500 4.52477 0.50 -0.02 -0.06
O 12.39485 13.51748 4.92127 0.04 -0.50 0.82
O 13.07404 14.90101 6.80580 0.05 0.22 0.65
H 6.15526 16.20606 6.82230 0.27 -0.05 -0.29
H 6.01696 15.62816 5.15931 -0.17 -0.25 -0.19
H 6.48751 17.27264 5.46979 0.03 0.37 -0.12
H 8.49051 16.17600 7.88702 0.12 0.04 -0.47
H 10.95837 15.85083 7.59073 -0.12 -0.13 0.04
H 10.38052 14.90825 3.45816 0.03 0.04 0.22
H 7.93785 15.41810 3.72661 -0.09 -0.10 -0.50
O 12.97831 9.86881 6.67054 0.06 0.07 0.27
S 13.11564 9.01583 5.40588 -0.77 0.29 0.52
O 12.49713 7.72665 5.54741 -0.69 -0.10 0.23
O 14.46942 8.91467 4.95878 1.13 0.53 -0.30
S 12.03469 10.31205 4.25511 -0.25 0.42 -0.50
```
Forces are in eV/Å.

## Properties
Electronic energy, eV: -248641.82818
<S²>: 2.02
HOMO level (alpha / beta), eV: -5.315 / -5.502
Lowest unoccupied orbital energy (alpha / beta), eV: 2.1 / 2.2
Multiplicity: 3
Relative energy (zero: lowest compared OMol25 entry of this formula, charge and spin), kJ/mol: 15.37
Frontier orbital gap (alpha / beta), eV: 7.4 / 7.7
Charge: -1

Formula: C24H22Br4N3O3Sc
Source: OMol25
Level of theory: the ωB97M-V functional and the def2-TZVPD basis

```
57
Properties=species:S:1:pos:R:3:forces:R:3
Sc -0.01779 -0.05751 0.24705 -0.09 -0.20 -0.30
Br 1.89897 5.29640 4.14158 0.01 0.02 0.02
C 1.02403 4.22477 2.86316 0.02 0.04 0.02
C 0.10761 4.78200 1.98208 0.00 0.05 0.02
Br -0.27079 6.62772 2.02781 -0.01 0.02 -0.01
C -0.53672 3.96733 1.04566 0.00 -0.02 -0.02
Br -1.77656 4.65127 -0.20459 -0.01 -0.01 0.00
C -0.27630 2.60650 0.98207 0.06 0.24 0.03
O -0.84860 1.78438 0.10898 -0.11 0.15 -0.02
C 0.68835 2.04999 1.85652 0.03 0.22 0.22
O 0.94607 0.75157 1.71804 0.18 0.09 0.15
C 1.31171 2.85713 2.79506 0.03 -0.02 -0.07
Br 2.57245 2.03407 3.92714 -0.01 -0.03 -0.02
C 1.63755 -2.97816 -0.06028 0.02 -0.02 -0.07
N 0.42838 -2.23666 0.30428 -0.01 -0.13 0.14
C -0.45533 -2.84209 1.04434 0.05 -0.08 -0.08
C -1.62304 -2.17267 1.47544 -0.05 -0.14 -0.02
C -2.67215 -2.58126 2.30253 0.08 0.03 -0.08
C -3.52960 -1.48652 2.40727 -0.01 0.00 0.00
C -2.96519 -0.46427 1.64365 0.04 0.07 -0.05
N -1.81721 -0.86370 1.07144 -0.14 -0.22 0.05
C 2.58347 -3.18001 1.10354 0.01 0.01 -0.04
C 2.92924 -2.11565 1.93286 -0.01 0.02 0.00
C 3.80679 -2.30748 2.98693 0.01 0.02 0.02
C 4.35244 -3.56179 3.22596 0.02 0.01 0.02
C 4.01317 -4.62441 2.40567 0.02 -0.03 0.01
C 3.13148 -4.43210 1.35097 -0.04 0.00 -0.02
H 2.14016 -2.41530 -0.85310 -0.04 -0.04 0.06
H 1.36878 -3.95180 -0.48496 0.01 0.04 0.03
H -0.30178 -3.88171 1.34321 -0.01 0.03 0.02
H -2.77927 -3.54779 2.76711 0.00 -0.04 0.01
H -4.44751 -1.42907 2.96665 -0.04 0.01 0.02
H -3.33319 0.53798 1.48371 -0.01 0.01 0.01
H 2.50868 -1.12895 1.77568 -0.01 0.00 0.00
H 4.06119 -1.47199 3.62558 0.00 0.02 0.01
H 5.03556 -3.70854 4.05179 0.01 0.00 0.02
H 4.42819 -5.60700 2.58789 0.01 -0.01 0.00
H 2.86327 -5.26775 0.71530 -0.01 -0.02 -0.02
O 1.17996 0.41311 -1.42646 -0.04 -0.20 -0.21
C 1.44792 1.44599 -2.10220 -0.02 0.12 0.10
C 2.80161 1.58191 -2.73692 -0.02 -0.07 0.09
C 3.65328 2.61443 -1.97885 0.05 -0.02 0.00
C 3.33817 4.06450 -2.33582 0.03 0.02 -0.01
C 1.91290 4.51910 -2.03736 -0.01 0.05 -0.02
C 0.84983 3.73421 -2.79749 -0.04 0.07 -0.02
N 0.57836 2.43151 -2.20139 -0.12 -0.20 0.00
H 2.70139 1.87213 -3.78519 -0.01 0.02 -0.02
H 3.26443 0.59738 -2.69819 -0.01 0.03 0.00
H 4.70232 2.41795 -2.20732 -0.02 0.00 0.00
H 3.53713 2.45132 -0.90306 0.00 0.01 0.01
H 3.53348 4.21017 -3.40471 0.00 0.00 0.00
H 4.03782 4.71495 -1.80717 -0.01 -0.01 0.01
H 1.81573 5.57235 -2.30880 0.00 0.00 0.00
H 1.69601 4.45234 -0.96649 0.00 0.00 0.01
H 1.13565 3.60399 -3.84501 0.00 0.01 0.01
H -0.09675 4.27162 -2.78264 0.03 -0.01 0.01
H -0.26019 2.32585 -1.61717 0.15 0.10 0.00
```
Forces are in eV/Å.

## Properties
Electronic energy, eV: -336734.08712
HOMO level, eV: -7.784
Lowest unoccupied orbital energy, eV: 0.1
Multiplicity: 1
Relative energy (zero: lowest compared OMol25 entry of this formula, charge and spin), kJ/mol: 0.00
Frontier orbital gap, eV: 7.9